{
  "formula": "C26H49F3O14S6",
  "method": "the ωB97M-V functional and the def2-TZVPD basis",
  "species": ["C", "C", "O", "C", "C", "O", "S", "O", "O", "O", "C", "C", "C", "C", "S", "C", "O", "C", "F", "F", "F", "H", "H", "H", "H", "H", "H", "H", "H", "H", "H", "H", "H", "H", "H", "H", "H", "H", "C", "C", "C", "S", "O", "O", "C", "H", "H", "H", "H", "H", "H", "H", "H", "C", "C", "C", "S", "O", "O", "C", "H", "H", "H", "H", "H", "H", "H", "H", "C", "C", "C", "S", "O", "O", "C", "H", "H", "H", "H", "H", "H", "H", "H", "C", "C", "C", "S", "O", "O", "C", "H", "H", "H", "H", "H", "H", "H", "H"],
  "xyz": [[4.914, 0.202, 4.451], [5.818, 0.670, 3.140], [5.674, -0.218, 1.971], [5.624, 2.252, 2.764], [4.221, 2.636, 2.018], [3.788, 1.891, 0.812], [2.475, 2.915, 0.309], [3.007, 4.079, -0.615], [1.363, 2.299, -0.573], [1.968, 3.541, 1.851], [2.855, 2.909, 2.884], [1.910, 1.630, 3.340], [0.335, 2.072, 3.651], [-0.688, 1.797, 2.401], [-2.497, 1.748, 3.017], [2.964, 4.001, 4.146], [4.023, 4.954, 3.783], [4.768, 5.446, 4.951], [5.409, 4.399, 5.778], [5.885, 6.299, 4.397], [3.867, 6.360, 5.699], [3.951, -0.323, 4.043], [4.605, 1.129, 5.122], [5.580, -0.523, 5.099], [6.952, 0.552, 3.496], [4.705, -0.358, 1.765], [6.500, 2.521, 2.000], [5.807, 2.981, 3.690], [4.465, 3.702, 1.538], [1.969, 0.715, 2.586], [2.310, 1.196, 4.377], [-0.011, 1.385, 4.551], [0.279, 3.196, 4.046], [-0.518, 0.787, 1.830], [-0.647, 2.694, 1.638], [-2.964, 3.098, 2.908], [3.093, 3.481, 5.186], [1.950, 4.606, 4.158], [-3.560, -1.998, -0.290], [-3.176, -3.468, -0.131], [-2.300, -3.581, 1.115], [-2.794, -2.247, 2.195], [-1.686, -1.324, 2.324], [-3.484, -2.795, 3.346], [-3.997, -1.534, 1.091], [-4.355, -1.864, -1.030], [-2.688, -1.422, -0.622], [-4.084, -4.070, 0.000], [-2.656, -3.849, -1.015], [-2.449, -4.536, 1.626], [-1.242, -3.448, 0.874], [-4.005, -0.448, 1.197], [-4.977, -1.945, 1.353], [-7.009, -4.402, -4.487], [-6.789, -2.927, -4.821], [-5.967, -2.318, -3.687], [-4.994, -3.651, -3.003], [-5.436, -3.896, -1.646], [-3.599, -3.444, -3.339], [-5.652, -4.933, -4.051], [-7.402, -4.957, -5.344], [-7.730, -4.491, -3.665], [-6.234, -2.845, -5.764], [-7.737, -2.395, -4.951], [-5.300, -1.531, -4.050], [-6.608, -1.925, -2.893], [-5.716, -5.872, -3.499], [-4.979, -5.044, -4.907], [4.990, 9.162, 0.797], [5.542, 8.888, 2.195], [7.066, 8.959, 2.108], [7.438, 10.074, 0.763], [8.086, 9.323, -0.292], [7.998, 11.298, 1.299], [5.749, 10.376, 0.284], [3.910, 9.340, 0.814], [5.180, 8.298, 0.149], [5.176, 9.655, 2.888], [5.213, 7.917, 2.577], [7.504, 9.345, 3.032], [7.499, 7.983, 1.870], [5.683, 10.498, -0.799], [5.417, 11.289, 0.787], [-4.188, -10.542, -5.346], [-4.358, -10.313, -6.847], [-5.367, -9.180, -7.027], [-5.237, -8.159, -5.567], [-6.482, -8.245, -4.832], [-4.634, -6.890, -5.924], [-4.020, -9.159, -4.734], [-3.331, -11.185, -5.128], [-5.086, -11.025, -4.942], [-3.395, -10.021, -7.283], [-4.689, -11.221, -7.360], [-5.143, -8.578, -7.912], [-6.390, -9.560, -7.084], [-4.195, -9.142, -3.657], [-3.034, -8.745, -4.962]],
  "lowdin_charge": [-0.065, -0.356, -0.087, -0.057, -0.247, -0.206, 0.919, -0.332, -0.304, -0.226, -0.296, -0.112, -0.227, -0.521, 0.609, -0.053, -0.049, -0.252, 0.045, 0.022, 0.048, 0.076, 0.082, 0.094, 0.157, 0.101, 0.149, 0.131, 0.159, 0.141, 0.107, 0.116, 0.119, 0.077, 0.081, -0.121, 0.160, 0.154, -0.224, -0.240, -0.220, 0.667, -0.364, -0.330, -0.224, 0.088, 0.129, 0.101, 0.106, 0.105, 0.105, 0.087, 0.115, -0.213, -0.216, -0.226, 0.685, -0.333, -0.317, -0.250, 0.120, 0.124, 0.121, 0.117, 0.108, 0.108, 0.103, 0.083, -0.224, -0.223, -0.229, 0.669, -0.323, -0.332, -0.239, 0.118, 0.124, 0.122, 0.097, 0.106, 0.107, 0.110, 0.110, -0.224, -0.219, -0.224, 0.677, -0.317, -0.332, -0.231, 0.120, 0.123, 0.121, 0.118, 0.108, 0.109, 0.113, 0.114],
  "homo_lumo_gap_ev": 8.56,
  "max_force_ev_per_a": 7.89,
  "total_energy_ev": -129575.6280,
  "lumo_ha": -0.012,
  "smiles": "C[C@@H](O)C[C@H]1OS(=O)(=O)O[C@]1(CCCS)COC(F)(F)F.O=S1(=O)CCCC1.O=S1(=O)CCCC1.O=S1(=O)CCCC1.O=S1(=O)CCCC1"
}